This record from the OMol25 dataset describes a molecular structure, C43H39Cl3N2O2P2Pt. The level of theory is ωB97M-V/def2-TZVPD.

Each line ends with the Löwdin charge.
CARTESIAN COORDINATES (ANGSTROEM)
Pt 0.36 -0.48 -0.94  0.9683
C 2.01 2.98 -0.06  -0.2494
C 0.64 2.55 0.47  -0.2995
P 0.35 0.81 0.88  0.9527
C 1.62 0.32 2.07  -0.3775
C 2.19 1.28 2.90  -0.0861
C 3.13 0.90 3.85  -0.0487
C 3.49 -0.43 3.98  -0.0471
C 2.90 -1.39 3.17  -0.0457
C 1.97 -1.02 2.22  -0.1130
C -1.20 0.87 1.79  -0.3417
C -1.24 0.57 3.16  -0.0678
C -2.41 0.76 3.87  -0.0492
C -3.53 1.27 3.24  -0.0516
C -3.50 1.56 1.88  -0.0747
C -2.34 1.34 1.15  -0.0974
C 2.31 2.66 -1.53  -0.3563
P 3.43 1.31 -2.12  1.0963
C 2.52 -0.28 -1.83  -0.4700
C 1.64 -0.67 -2.88  -0.2110
C 1.09 -1.95 -2.92  -0.1133
C 1.56 -2.95 -2.05  -0.0513
C 2.48 -2.64 -1.08  -0.0589
C 2.90 -1.31 -0.93  -0.0811
C 4.84 1.27 -0.97  -0.3829
C 6.08 1.53 -1.55  -0.1000
C 7.24 1.56 -0.79  -0.0594
C 7.17 1.32 0.57  -0.0565
C 5.95 1.05 1.17  -0.0610
C 4.79 1.02 0.41  -0.1145
H 2.81 2.61 0.59  0.0757
H 2.04 4.06 0.05  0.1194
H -0.15 2.82 -0.24  0.0476
H 0.41 3.10 1.39  0.1049
H 1.91 2.32 2.82  0.1157
H 3.58 1.65 4.49  0.1217
H 4.22 -0.72 4.72  0.1201
H 3.17 -2.44 3.28  0.1170
H 1.51 -1.77 1.58  0.0778
H -0.35 0.20 3.66  0.1078
H -2.43 0.54 4.93  0.1172
H -4.44 1.45 3.81  0.1182
H -4.38 1.95 1.39  0.0998
H -2.33 1.53 0.08  0.0783
H 2.79 3.53 -1.98  0.0783
H 1.38 2.53 -2.10  0.0361
H 1.34 0.07 -3.62  0.1089
H 0.38 -2.20 -3.70  0.1187
H 1.20 -3.97 -2.15  0.1257
H 2.86 -3.40 -0.41  0.1264
H 3.60 -1.07 -0.13  0.0994
H 6.14 1.71 -2.62  0.0984
H 8.19 1.77 -1.26  0.1150
H 8.08 1.34 1.17  0.1149
H 5.90 0.86 2.24  0.1027
H 3.85 0.81 0.90  0.0654
C -5.06 -2.02 1.02  -0.0175
O -4.42 -2.01 -0.26  -0.0692
C -4.47 -0.88 -0.98  -0.2213
C -5.13 0.28 -0.59  -0.0167
C -5.16 1.38 -1.42  -0.0599
C -4.54 1.35 -2.67  -0.0856
C -3.90 0.20 -3.07  -0.0217
C -3.85 -0.90 -2.23  -0.1499
N -3.29 -2.11 -2.77  0.1697
C -2.64 -3.11 -2.25  0.0385
C -2.04 -3.32 -0.98  -0.1524
C -1.93 -4.66 -0.57  -0.0114
C -1.47 -4.99 0.68  -0.0532
C -1.07 -3.97 1.54  -0.0274
C -1.10 -2.65 1.14  -0.0174
C -1.56 -2.29 -0.14  -0.3513
O -1.54 -1.03 -0.56  -0.2681
H -4.91 -3.02 1.42  0.1039
H -6.13 -1.83 0.92  0.1069
H -4.61 -1.28 1.68  0.0920
H -5.63 0.31 0.37  0.1107
H -5.69 2.27 -1.10  0.1193
H -4.59 2.21 -3.32  0.0887
H -3.42 0.15 -4.04  0.1250
H -3.56 -2.24 -3.73  0.1753
H -2.57 -3.96 -2.93  0.1551
H -2.27 -5.44 -1.24  0.1267
H -1.42 -6.03 0.99  0.1172
H -0.72 -4.21 2.54  0.1217
H -0.77 -1.87 1.81  0.0908
Cl -2.75 4.28 -1.01  0.6581
C -1.84 4.14 -2.52  -1.6028
Cl -2.85 4.55 -3.90  0.6798
Cl -0.40 5.18 -2.46  0.6693
C -1.39 2.75 -2.66  -0.3993
N -1.03 1.67 -2.75  0.2139

Properties
net charge: +2
HOMO energy: -0.489 Ha
orbital gap: 6.8 eV
LUMO: -6.52 eV
ΔE to the lowest compared entry with this formula, charge and spin: 96.5 kJ/mol

***

This record from the OMol25 dataset describes a molecular structure, C44H51N6O6Ta in a non-equilibrium geometry. The level of theory is ωB97M-V/def2-TZVPD.

Each line ends with the Löwdin charge.
CARTESIAN COORDINATES (ANGSTROEM)
Ta -0.06 0.01 0.65  1.9574
N -0.98 -2.88 -2.02  0.0913
N -0.52 -2.14 -3.10  0.0214
C -0.48 -0.81 -3.06  -0.3447
N -0.20 -0.15 -4.18  0.2456
N -0.71 -0.21 -1.85  0.0891
N -1.16 1.04 -1.82  -0.4063
O -1.38 1.76 -2.76  0.1424
O -1.36 1.40 -0.63  -0.0843
H -0.46 -3.74 -1.96  0.0856
H -1.96 -3.10 -2.16  0.1175
H -0.33 -2.59 -3.99  0.1727
H -0.08 -0.63 -5.05  0.1450
H -0.29 0.85 -4.19  0.1174
C 2.10 4.60 4.66  0.0324
C 2.54 3.26 4.06  -0.5408
C 3.75 2.71 4.77  0.0380
O 1.48 2.30 4.09  -0.0063
C 0.63 2.71 3.05  -0.1721
C 1.66 3.08 1.90  -0.1192
O 2.81 3.42 2.65  -0.0075
C 2.18 2.21 0.67  -0.2532
O 1.14 1.29 0.18  -0.2597
C 3.37 1.30 0.95  -0.1661
C 4.29 1.02 -0.06  -0.0259
C 5.30 0.10 0.15  -0.0535
C 5.42 -0.55 1.37  -0.0615
C 4.49 -0.29 2.37  -0.0729
C 3.46 0.61 2.15  -0.0444
C 2.46 3.24 -0.41  -0.1870
C 3.62 4.00 -0.35  -0.0212
C 3.83 5.02 -1.26  -0.0424
C 2.89 5.30 -2.23  -0.0633
C 1.72 4.56 -2.29  -0.0609
C 1.50 3.54 -1.37  -0.0261
C -0.62 1.83 2.98  -0.2911
O -0.34 0.53 2.36  -0.2436
C -1.09 1.58 4.41  -0.1651
C -1.77 2.59 5.07  -0.0109
C -2.18 2.40 6.39  -0.0500
C -1.91 1.20 7.03  -0.0633
C -1.24 0.19 6.37  -0.0572
C -0.82 0.38 5.05  -0.0172
C -1.74 2.43 2.13  -0.1836
C -1.68 3.69 1.56  -0.0142
C -2.74 4.17 0.79  -0.0427
C -3.86 3.39 0.59  -0.0547
C -3.93 2.12 1.16  -0.0557
C -2.88 1.65 1.92  -0.0448
H 1.51 4.42 5.55  0.1080
H 1.54 5.20 3.95  0.0923
H 2.99 5.17 4.94  0.1018
H 3.67 2.89 5.84  0.1033
H 4.64 3.23 4.39  0.1101
H 3.87 1.65 4.60  0.0754
H 0.20 3.68 3.32  0.1377
H 1.26 3.98 1.43  0.1471
H 4.22 1.54 -1.01  0.1246
H 6.01 -0.11 -0.64  0.1150
H 6.22 -1.25 1.54  0.1151
H 4.58 -0.78 3.34  0.1199
H 2.73 0.80 2.94  0.1086
H 4.36 3.80 0.42  0.1313
H 4.74 5.61 -1.20  0.1163
H 3.05 6.11 -2.93  0.1130
H 0.97 4.78 -3.04  0.1089
H 0.57 2.99 -1.40  0.0849
H -1.99 3.52 4.57  0.1275
H -2.71 3.20 6.90  0.1140
H -2.24 1.06 8.05  0.1123
H -1.03 -0.74 6.87  0.1080
H -0.29 -0.41 4.54  0.1087
H -0.82 4.34 1.71  0.1128
H -2.67 5.15 0.35  0.1182
H -4.69 3.77 0.00  0.1162
H -4.82 1.52 1.03  0.1012
H -2.96 0.68 2.41  0.1180
C -4.71 -1.55 1.09  -0.0268
C -3.42 -2.11 1.61  -0.2489
C -3.39 -2.91 2.74  0.0221
C -2.20 -3.42 3.27  -0.2233
C -2.22 -4.28 4.50  -0.0216
C -0.99 -3.11 2.66  0.0213
C -1.00 -2.34 1.51  -0.3147
C -2.20 -1.85 0.98  -0.0660
N 0.18 -1.90 0.84  -0.1561
C 1.43 -2.72 0.72  -0.5809
C 2.21 -2.73 2.04  -0.0260
C 1.16 -4.16 0.29  -0.0170
C 2.27 -2.00 -0.34  -0.0388
H -5.51 -2.28 1.16  0.0934
H -4.62 -1.24 0.04  0.0833
H -5.01 -0.68 1.67  0.0778
H -4.33 -3.14 3.24  0.1327
H -3.22 -4.40 4.90  0.0851
H -1.59 -3.85 5.28  0.0891
H -1.83 -5.28 4.28  0.0950
H -0.07 -3.46 3.10  0.1128
H -2.19 -1.32 0.02  0.0808
H 1.89 -3.53 2.70  0.0801
H 2.11 -1.78 2.57  0.0748
H 3.27 -2.88 1.83  0.0936
H 0.29 -4.58 0.80  0.0882
H 2.02 -4.77 0.53  0.1037
H 1.00 -4.24 -0.79  0.0608
H 2.65 -1.04 0.03  0.0557
H 1.68 -1.84 -1.25  0.0667
H 3.14 -2.60 -0.60  0.1100

Properties
net charge: +2
HOMO energy: -0.490 Ha
orbital gap: 7.0 eV
LUMO: -6.34 eV

***

This record from the OMol25 dataset describes C5H11N3 in the gas phase in a non-equilibrium geometry. The level of theory is ωB97M-V/def2-TZVPD.

Each line ends with the Löwdin charge.
CARTESIAN COORDINATES (ANGSTROEM)
H -1.28 2.03 0.66  0.0599
N -0.56 1.46 1.10  0.1661
C -0.08 0.56 0.40  -0.3362
C -0.33 -0.04 -0.90  -0.1140
N -1.63 0.74 -1.47  -0.1696
N -1.75 1.00 -2.85  -0.0558
C 1.00 -0.55 1.07  -0.2815
C 2.08 -0.98 0.44  0.0241
C 0.74 -0.79 2.52  -0.0872
H 0.46 0.21 -1.61  0.1149
H -0.58 -1.11 -0.90  0.1219
H -2.52 0.63 -0.99  0.0951
H -1.05 1.70 -3.12  0.0658
H -1.56 0.16 -3.39  0.0617
H 2.18 -0.96 -0.63  0.0501
H 2.85 -1.55 0.95  0.0603
H 1.55 -1.37 2.98  0.0732
H 0.67 0.16 3.06  0.0704
H -0.20 -1.32 2.66  0.0808

Properties
HOMO energy: -0.325 Ha
orbital gap: 9.7 eV
LUMO: 0.85 eV
ΔE to the lowest compared entry with this formula, charge and spin: 331.2 kJ/mol

***

This record from the OMol25 dataset describes C16H18N2O7 in the gas phase in a non-equilibrium geometry. The level of theory is ωB97M-V/def2-TZVPD.

Each line ends with the Löwdin charge.
CARTESIAN COORDINATES (ANGSTROEM)
O 0.52 -7.00 3.23  0.1096
C 0.87 -6.39 2.21  -0.3021
C 1.33 -7.23 1.10  -0.0004
C 1.55 -6.74 -0.18  0.0300
C 1.31 -5.33 -0.45  -0.2158
N 1.35 -4.65 -1.63  0.0781
C 0.96 -3.32 -1.44  -0.0444
C 0.69 -3.17 -0.10  -0.1803
C 0.23 -1.98 0.57  -0.0517
C -0.18 -0.81 0.00  -0.1234
N -0.66 0.23 0.76  -0.0080
C -0.70 1.62 0.24  -0.0761
C -2.13 2.25 0.25  -0.4055
O -3.04 1.36 -0.45  0.0143
O -2.68 2.24 1.58  -0.0433
C -2.19 3.26 2.46  -0.1161
C -2.46 4.66 1.91  -0.2952
O -1.91 5.66 2.77  -0.0351
C -1.83 4.80 0.50  -0.2360
O -0.36 4.80 0.62  -0.0324
C -2.25 3.65 -0.43  -0.1957
O -3.66 3.90 -0.75  -0.0285
C 0.91 -4.46 0.58  -0.0235
C 0.68 -4.94 1.97  -0.2471
O 0.44 -4.14 2.86  0.1149
H 1.51 -8.28 1.30  0.1122
H 1.96 -7.39 -0.94  0.1050
H 1.64 -5.03 -2.53  0.1655
H 0.82 -2.53 -2.20  0.1303
H 0.13 -2.02 1.66  0.1021
H -0.10 -0.71 -1.06  0.1089
H -0.80 0.09 1.78  0.1553
H -0.31 1.64 -0.77  0.1278
H -0.04 2.25 0.81  0.1087
H -3.09 0.60 0.14  0.1035
H -2.64 3.17 3.46  0.1430
H -1.09 3.16 2.60  0.1357
H -3.57 4.82 1.80  0.1718
H -2.13 6.57 2.43  0.1248
H -2.10 5.71 0.04  0.1405
H -0.12 5.40 1.35  0.1005
H -1.65 3.72 -1.36  0.1666
H -4.03 2.99 -0.96  0.1113

Properties
HOMO energy: -0.268 Ha
orbital gap: 6.0 eV
LUMO: -1.29 eV
ΔE to the lowest compared entry with this formula, charge and spin: 352.7 kJ/mol